Below is a molecular structure, C27H29CaN8OS2 in a non-equilibrium geometry, with properties calculated with ωB97M-V/def2-TZVPD.

**Frontier orbital gap (spin up / spin down)**: 3.884 / 7.930 eV
**Calculated total energy**: -3033.6009 hartree
**Energy relative to the best compared isomer or geometry (same formula, charge and spin)**: 0.599 eV
**Expectation value of S²**: 0.765

The geometry in ORCA input format:
```
! wB97M-V def2-TZVPD RIJCOSX def2/J DEFGRID3
* xyz 0 2
Ca -0.02 -0.26 0.04
C -0.07 -1.07 -3.02
N 0.27 0.23 -2.37
C 1.68 0.60 -2.49
C 2.59 -0.33 -1.71
C 3.97 -0.26 -1.91
C 4.78 -1.18 -1.27
C 4.19 -2.15 -0.48
C 2.82 -2.12 -0.31
N 2.03 -1.21 -0.89
C -0.65 1.29 -2.83
C -1.64 1.71 -1.78
C -3.00 1.79 -2.03
C -3.81 2.37 -1.07
C -3.24 2.85 0.10
C -1.89 2.65 0.29
N -1.09 2.08 -0.61
C -1.31 -1.65 -2.42
C -2.42 -1.95 -3.17
C -3.52 -2.62 -2.59
C -3.37 -3.02 -1.22
C -2.27 -2.65 -0.53
N -1.21 -1.92 -1.05
H 0.75 -1.76 -2.84
H -0.20 -0.95 -4.10
H 1.80 1.62 -2.09
H 2.01 0.62 -3.53
H 4.38 0.48 -2.58
H 5.85 -1.14 -1.41
H 4.79 -2.90 0.02
H 2.31 -2.84 0.32
H -1.17 0.97 -3.73
H -0.07 2.18 -3.09
H -3.41 1.42 -2.96
H -4.88 2.46 -1.24
H -3.84 3.32 0.87
H -1.41 2.96 1.22
H -2.42 -1.70 -4.23
H -4.39 -2.89 -3.18
H -4.15 -3.59 -0.73
H -2.16 -2.93 0.52
O 1.22 0.82 1.39
N 2.30 0.24 1.93
C 3.46 0.94 1.92
C 4.60 0.44 2.46
C 4.55 -0.84 3.04
C 3.38 -1.54 3.04
C 2.19 -1.02 2.47
S 0.71 -1.85 2.40
H 3.38 1.92 1.47
H 5.51 1.02 2.44
H 5.44 -1.27 3.48
H 3.31 -2.52 3.47
C -6.53 0.88 1.51
C -5.68 -0.39 1.57
C -4.24 -0.12 1.84
N -3.31 -0.28 0.99
N -2.05 0.04 1.45
C -2.08 0.49 2.68
N -1.01 1.02 3.32
S -3.67 0.49 3.38
H -7.57 0.64 1.31
H -6.17 1.55 0.72
H -6.49 1.43 2.46
H -5.72 -0.92 0.61
H -6.08 -1.06 2.34
H -0.12 0.87 2.85
H -0.99 0.94 4.33
*
```